Record 1
The following is a quantum chemistry calculation of a structure of composition C20H41IrN2O2P3S at a distorted geometry, from OMol25.

Summary:
Multiplicity: 6
Net charge: +4
DFT total energy, Eh: -2571.41305
ΔE to the lowest compared entry with this formula, charge and spin, kJ/mol: 348.4
LUMO energy (spin up / spin down), Eh: -0.464 / -0.593
Gap between HOMO and LUMO (spin up / spin down), eV: 5.816 / 4.402

Cartesian coordinates (Å):
P -0.20334 2.80669 -0.42091
C -2.00896 3.19597 -0.27947
H -2.10554 4.21842 -0.66777
H -2.29843 3.16550 0.77374
H -2.61409 2.50324 -0.86885
C 0.38771 4.17747 0.66703
H 1.45559 4.35070 0.52708
H 0.19141 3.90004 1.70860
H -0.21093 5.05931 0.40768
C 0.03104 3.43489 -2.13842
H -0.22571 4.49872 -2.10826
H -0.65390 2.88450 -2.78842
H 1.06656 3.27827 -2.44830
P 1.06828 -1.51731 -2.28648
C -0.39287 -2.28483 -3.11120
H 0.04636 -3.03295 -3.78332
H -0.93202 -1.51862 -3.67546
H -1.03818 -2.77859 -2.37708
C 1.85959 -0.86553 -3.79581
H 2.90641 -0.61452 -3.62030
H 1.31879 0.01525 -4.14996
H 1.76887 -1.65937 -4.55146
C 1.96214 -3.05129 -1.86376
H 2.15877 -3.55067 -2.82162
H 1.31163 -3.67244 -1.24209
H 2.89652 -2.82399 -1.34635
P 0.89997 -0.89076 2.52447
C -0.47900 -1.88181 3.25797
H -0.23002 -1.98540 4.32013
H -0.52081 -2.85833 2.77027
H -1.43287 -1.35999 3.13986
C 2.24882 -2.06940 2.96859
H 2.02423 -2.44195 3.97449
H 3.22143 -1.57941 2.92374
H 2.22451 -2.90337 2.26155
C 0.96137 0.39738 3.85268
H 1.17566 -0.12693 4.79230
H -0.02592 0.86945 3.90065
H 1.73028 1.14171 3.62919
Ir 0.59913 -0.24635 -0.51870
C -0.98556 0.27133 -1.42295
O -1.67183 0.49857 -2.34630
C -0.34062 -1.72447 0.08338
O -0.71922 -2.84193 0.21985
C 4.08862 -0.18716 0.40889
C 3.80967 0.83312 1.32114
C 3.40781 2.09845 0.83945
C 3.34877 2.35487 -0.53292
C 3.63091 1.31136 -1.44162
C 4.02979 0.05070 -0.98370
H 4.36377 -1.21127 0.78107
H 4.03154 0.69561 2.43071
H 3.13279 2.90684 1.57251
H 3.20867 3.41797 -0.91822
H 3.53635 1.50112 -2.54467
H 4.44230 -0.72416 -1.70669
C -5.24134 -1.33673 -1.04906
N -3.78373 -1.45315 -0.64256
C -3.28111 -0.71517 0.34923
S -1.64309 0.00930 0.49442
N -3.87567 -0.27598 1.38824
C -4.99744 -0.96520 2.13344
H -5.69644 -0.66879 -0.33375
H -5.60146 -2.38335 -0.97318
H -5.27074 -0.98229 -2.09275
H -3.14394 -1.75643 -1.31897
H -3.24704 0.30798 1.95266
H -4.63917 -1.26083 3.13346
H -5.76745 -0.16298 2.18835
H -5.26763 -1.79105 1.47452


Record 2
The following is a quantum chemistry calculation of a structure of composition C36H36BF5MoN4S3Te, from OMol25.

Summary:
Multiplicity: 3
Net charge: -2
DFT total energy, Eh: -3667.56501
ΔE to the lowest compared entry with this formula, charge and spin, kJ/mol: 25.5
LUMO energy (spin up / spin down), Eh: 0.149 / 0.149
Gap between HOMO and LUMO (spin up / spin down), eV: 5.586 / 6.467

Cartesian coordinates (Å):
Mo -0.25734 2.17852 -0.15242
S 2.33313 2.10557 -0.59753
C 2.16829 3.63046 -1.34013
S 0.53176 4.18567 -1.40351
C 3.23297 4.34788 -1.87548
C 3.05353 5.60797 -2.51592
N 2.94458 6.63421 -3.03346
C 4.56210 3.83443 -1.83682
N 5.64584 3.43666 -1.82874
Te -2.66985 2.45457 -0.70653
F -0.21956 0.80462 7.40548
C -0.12068 1.33585 6.16692
C -1.19083 2.00485 5.60253
F -2.34219 2.12122 6.29527
C -1.08006 2.53859 4.32884
F -2.16837 3.15486 3.84375
C 0.08463 2.43356 3.56469
S 0.21830 3.21873 2.00046
C 1.14124 1.76079 4.17433
F 2.30691 1.60878 3.53822
C 1.05252 1.21722 5.44602
F 2.10044 0.56387 5.98515
C -3.57524 -0.56026 -3.06578
C -3.11402 -1.50634 -1.95774
C -3.60814 -2.92893 -2.23027
C -3.54487 -1.04683 -0.57379
C -4.88768 -0.79985 -0.33556
C -5.30154 -0.30333 0.88833
C -4.37736 -0.11440 1.89690
C -3.02242 -0.41572 1.73365
C -2.10851 -0.17197 2.94017
C -0.72847 -0.83772 2.95041
C -2.80622 -0.59211 4.24341
C -2.61707 -0.83961 0.46170
N -1.24842 -1.04682 0.13981
B -0.21687 -0.08864 -0.32587
N 0.77887 -1.03897 -0.85555
C 0.34921 -2.35330 -0.69697
C -0.85395 -2.35775 -0.10721
C 1.97159 -0.83201 -1.61000
C 1.88138 -0.35642 -2.92048
C 3.06085 -0.13762 -3.62605
C 4.29248 -0.39196 -3.05369
C 4.35880 -0.92289 -1.77508
C 3.20618 -1.16780 -1.03946
C 3.29281 -1.72794 0.36904
C 3.23269 -0.61131 1.40682
C 4.52331 -2.60559 0.59798
C 0.55292 -0.08292 -3.59941
C 0.30950 -1.08147 -4.73358
C 0.45921 1.35468 -4.10561
H -3.19207 -0.90569 -4.02925
H -3.21359 0.45229 -2.89086
H -4.66599 -0.52391 -3.13184
H -2.02453 -1.52831 -1.98258
H -4.70088 -2.97240 -2.22425
H -3.24111 -3.62758 -1.47631
H -3.26349 -3.27160 -3.20906
H -5.60756 -0.94462 -1.13251
H -6.34055 -0.04457 1.05099
H -4.71432 0.30743 2.83379
H -1.95643 0.91159 2.98137
H -0.79834 -1.90123 2.71716
H -0.31301 -0.74772 3.95706
H -0.02490 -0.38623 2.25548
H -2.97584 -1.67242 4.24515
H -3.76297 -0.10213 4.40952
H -2.16394 -0.35013 5.09210
H 0.93972 -3.18674 -1.04298
H -1.47647 -3.19703 0.15809
H 3.01083 0.26479 -4.63068
H 5.20274 -0.17696 -3.59888
H 5.32688 -1.12787 -1.33896
H 2.41536 -2.35706 0.53472
H 4.07957 0.06910 1.29828
H 3.24426 -1.03095 2.41574
H 2.32578 -0.01954 1.29934
H 5.43827 -2.01199 0.64626
H 4.64550 -3.35060 -0.19094
H 4.42802 -3.12705 1.55276
H -0.23888 -0.22342 -2.86246
H 1.05227 -0.96375 -5.52707
H -0.67879 -0.92183 -5.17163
H 0.36375 -2.11081 -4.37311
H 1.21375 1.55329 -4.87144
H 0.60632 2.07362 -3.29914
H -0.52573 1.53896 -4.54110


Record 3
The following is a quantum chemistry calculation of the molecule C8H15N3O3S at a distorted geometry, from OMol25.

Summary:
Multiplicity: 1
DFT total energy, Eh: -1101.83741
ΔE to the lowest compared entry with this formula, charge and spin, kJ/mol: 457.3
LUMO energy, Eh: 0.004
Gap between HOMO and LUMO, eV: 7.893

Cartesian coordinates (Å):
C 0.51020 -1.84582 -0.44707
C -1.98184 -1.88628 0.27194
C 0.71161 -0.55923 -0.30248
C -0.95480 -2.38496 -0.73296
C -1.42981 0.44444 0.39979
C -0.57388 0.63605 2.75718
C -1.69810 1.13338 -1.01789
C -0.53594 1.83833 -1.73797
N -2.10992 -0.68492 0.62950
N 3.55409 -1.11824 -0.54880
N -0.98166 1.16255 1.46580
O 2.53617 1.28357 -0.58610
O 2.55668 0.02943 1.52801
O 0.01438 2.72901 -0.74650
S 2.38684 0.00539 0.09818
H 1.14634 -2.71279 -0.29204
H -2.72070 -2.59170 0.54932
H -1.06324 -1.93736 -1.74308
H -1.11949 -3.39150 -0.88397
H -1.24010 1.03059 3.58771
H -0.78412 -0.39136 2.73424
H 0.47643 0.92593 2.89159
H -2.45503 1.97069 -0.66299
H -2.10058 0.39019 -1.62021
H 0.13170 1.01325 -2.02381
H -0.79493 2.20574 -2.67296
H 3.91464 -0.58824 -1.31448
H 4.29683 -1.49124 0.00804
H -0.70669 2.08426 1.26354
H 1.01492 2.70085 -0.85153


Record 4
The following is a quantum chemistry calculation of the ion C2H4NO2 with charge -1 at a distorted geometry, from OMol25.

Summary:
Multiplicity: 1
Net charge: -1
DFT total energy, Eh: -283.89665
SMILES string: CNC(=O)[O-]
ΔE to the lowest compared entry with this formula, charge and spin, kJ/mol: 37.7
LUMO energy, Eh: 0.160
Gap between HOMO and LUMO, eV: 7.918

Cartesian coordinates (Å):
C -0.06350 1.09740 -0.32876
N -0.39442 -0.11025 0.53303
C 0.09207 -1.41205 0.09056
O 0.20647 -2.22180 1.05422
O 0.40415 -1.64069 -1.05602
H 0.81645 1.66664 -0.08361
H -0.88656 1.87507 -0.39135
H 0.16278 0.68805 -1.37734
H -0.33744 0.05762 1.55927


Record 5
The following is a quantum chemistry calculation of a cluster of 3 separate species, C13H19F3O10 in total at a distorted geometry, from OMol25.

Summary:
Multiplicity: 1
DFT total energy, Eh: -1558.58392
SMILES string: CCOCCOC(=O)O[C@@H](C)F.O=C1OC[C@@H](F)O1.O=C1OC[C@@H](F)O1
LUMO energy, Eh: 0.018
Gap between HOMO and LUMO, eV: 10.497

Cartesian coordinates (Å):
C 4.38765 0.69182 0.91369
C 3.61854 -0.18140 -0.28416
O 2.20974 -0.32787 0.18780
C 1.57388 -1.36068 -0.67566
C -0.05355 -1.29192 -0.29749
O -0.27220 -1.82704 1.05598
C -1.59937 -1.26536 1.46289
O -1.68003 -0.81330 2.71620
O -2.68358 -1.31954 0.47161
C -3.59493 -0.16932 0.56734
C -3.11668 1.14196 -0.33979
F -4.88933 -0.61865 -0.06857
H 4.40760 0.08007 1.91968
H 5.45996 0.93516 0.49793
H 3.75871 1.67560 1.14864
H 4.04898 -1.27258 -0.38030
H 3.62290 0.42007 -1.29440
H 1.73225 -1.14352 -1.83639
H 1.99143 -2.44988 -0.42886
H -0.63279 -1.85417 -1.14825
H -0.29589 -0.12599 -0.25273
H -3.88101 0.13100 1.68142
H -1.95516 1.28314 -0.36263
H -3.60172 1.10572 -1.42800
H -3.59615 2.08734 0.18092
O -9.60660 -5.02842 0.50172
C -8.78646 -4.16746 0.77374
O -7.45341 -4.25757 0.47996
C -6.88123 -3.01499 0.83568
C -7.84378 -2.49357 1.84727
F -7.90000 -1.14338 1.80841
O -9.08492 -3.00230 1.41406
H -6.81443 -2.37852 -0.05304
H -5.87726 -3.14917 1.24731
H -7.64520 -2.82934 2.87066
O 5.00750 2.43843 -2.05587
C 6.05553 3.03067 -1.85904
O 7.05247 2.57460 -1.04076
C 8.13327 3.47340 -1.18899
C 7.45861 4.71479 -1.66385
F 8.26900 5.42046 -2.48419
O 6.37282 4.23067 -2.42118
H 8.84256 3.07066 -1.91981
H 8.65401 3.62043 -0.23894
H 7.08827 5.35994 -0.86001


Record 6
The following is a quantum chemistry calculation of a cluster of 2 separate species, C2H8N2O in total at a distorted geometry, from OMol25.

Summary:
Multiplicity: 1
DFT total energy, Eh: -265.72522
SMILES string: NC=O.CN
ΔE to the lowest compared entry with this formula, charge and spin, kJ/mol: 152.1
LUMO energy, Eh: 0.039
Gap between HOMO and LUMO, eV: 10.707

Cartesian coordinates (Å):
N 0.43142 -1.75653 -0.20659
C 1.12146 -1.56585 -1.37864
O 1.57983 -0.49490 -1.71787
H 0.91196 -2.20648 0.54677
H -0.14080 -0.92335 -0.04871
H 1.25437 -2.38414 -2.09780
C -0.23895 1.47889 1.04205
N -1.28984 0.73758 0.26291
H 0.76832 1.32622 0.67850
H -0.39781 2.52822 0.80805
H -0.39685 1.19128 2.07127
H -2.18191 0.93531 0.70235
H -1.42117 1.13374 -0.66230